[1]
DFT (the ωB97M-V functional and the def2-TZVPD basis) results for a molecular structure, C12H30N2O6Sr.

The geometry in XYZ format:
```
51
Properties=species:S:1:pos:R:3:forces:R:3:mulliken_charge:R:1
Sr -0.475654 0.957507 1.702216 -0.43 0.75 3.03 1.44
O -1.819207 -0.287549 3.553232 0.03 0.34 -1.29 -0.92
C -2.665199 0.657465 4.082225 0.20 -0.36 0.57 -0.32
C -3.358798 1.641494 3.136195 -0.42 0.78 -1.20 -0.39
O -2.558901 2.351338 2.259816 0.66 -0.64 -0.12 -0.93
H -2.107025 1.283614 4.818396 -0.15 0.11 0.00 0.14
H -3.496772 0.168947 4.666589 -0.03 0.17 0.01 0.29
H -3.957257 2.349933 3.774537 0.08 -0.22 0.19 0.35
H -4.149615 1.125072 2.514764 0.04 -0.41 0.45 0.02
O 0.953605 2.569075 3.201230 0.25 -0.83 -1.02 -0.86
C 1.926135 1.831970 3.835307 -0.72 0.69 0.19 -0.36
C 2.515819 0.597208 3.132371 0.79 -0.17 -0.05 -0.32
O 1.638472 -0.208401 2.461479 -0.26 0.02 -0.67 -0.91
H 1.525478 1.433946 4.799542 0.13 0.11 0.08 0.13
H 2.806285 2.488798 4.068811 0.13 -0.27 0.30 0.22
H 3.035558 0.040115 3.956092 0.04 0.04 -0.10 0.20
H 3.368079 0.936329 2.471030 -0.22 0.08 -0.07 0.07
C 1.880199 -1.546842 -2.365064 0.03 -0.19 -0.47 -1.38
C 2.505908 -1.195228 -1.031225 -0.58 -0.24 0.59 0.41
C 3.236578 0.125311 -1.081207 0.69 -0.25 -0.38 -0.75
O 4.128786 0.134719 -2.206832 -0.26 -0.13 0.19 -0.35
C 4.823659 1.343269 -2.296321 -0.04 0.12 -0.20 -0.76
N 1.447780 -1.037113 -0.034671 0.00 -0.02 -0.05 -0.17
H 1.327838 -2.490331 -2.311986 -0.08 0.09 0.19 0.37
H 2.615891 -1.672185 -3.163190 0.06 0.16 0.06 0.44
H 1.180419 -0.753856 -2.645947 0.01 -0.05 -0.07 0.22
H 3.175846 -2.005677 -0.712929 0.36 0.15 -0.26 0.26
H 3.842403 0.253557 -0.177419 -0.28 0.17 0.14 0.36
H 2.505204 0.938984 -1.165211 0.05 0.03 0.04 0.32
H 4.159412 2.163321 -2.609599 0.04 0.00 0.17 0.29
H 5.586947 1.223692 -3.066624 0.08 0.02 0.06 0.25
H 5.292865 1.606241 -1.340302 0.03 0.07 -0.06 0.30
H 1.104123 -1.953906 0.237188 -0.03 -0.01 -0.05 0.14
H 1.780959 -0.636881 0.902424 -0.07 -0.01 0.21 0.16
C -3.627988 -0.843884 -0.177718 0.12 -0.80 -0.45 -1.29
C -2.280466 -1.171962 -0.820250 0.54 0.99 0.68 0.32
C -2.405928 -1.502590 -2.299136 0.19 -0.94 0.21 -0.60
O -2.901388 -0.396987 -3.011553 0.15 0.23 0.01 -0.29
C -2.777647 -0.524021 -4.400282 -0.25 -0.21 0.01 -0.76
N -1.346450 -0.010935 -0.581750 -0.50 -0.68 -2.02 -0.21
H -3.489167 -0.509632 0.848572 -0.09 0.15 0.01 0.15
H -4.227698 -1.763923 -0.189996 -0.06 0.11 0.17 0.41
H -4.160717 -0.120043 -0.792086 0.04 0.29 0.22 0.30
H -1.823913 -2.029169 -0.319257 -0.12 -0.10 -0.01 0.38
H -3.057603 -2.389115 -2.421753 -0.14 0.25 -0.01 0.38
H -1.426395 -1.825948 -2.695096 -0.02 0.33 0.00 0.26
H -1.827364 -1.000309 -4.666693 0.05 0.14 -0.09 0.31
H -2.843458 0.472941 -4.832707 0.08 0.01 -0.04 0.25
H -3.592930 -1.135601 -4.816463 0.07 -0.02 0.01 0.26
H -1.598504 0.615860 -1.353137 -0.02 0.38 0.52 0.14
H -0.388205 -0.298619 -0.835611 -0.19 -0.22 0.37 0.04
```
Positions in Å, forces in eV/Å.

Strongest force on any atom = 3.15 eV/Å
Charge = -2
E_tot = -29029.539 eV
LUMO = 4.11 eV
HOMO-LUMO gap = 3.89 eV

---

[2]
DFT (the ωB97M-V functional and the def2-TZVPD basis) results for a single C4H6N2S molecule.

The geometry in XYZ format:
```
13
Properties=species:S:1:pos:R:3:forces:R:3:mulliken_charge:R:1
C -0.994048 -1.368554 0.624963 -0.62 -1.40 1.18 -0.38
C 0.200198 -0.824635 0.882399 -1.93 0.42 -1.34 -0.45
C -0.804424 0.313523 -0.790855 2.69 1.02 -0.15 0.06
C 1.446728 1.184460 0.048194 -0.38 -2.35 -2.12 -1.06
N -1.589930 -0.685844 -0.392010 0.04 -0.25 0.52 -0.06
N 0.348580 0.232313 0.015021 -1.65 0.48 0.54 0.10
S -0.895036 1.404639 -2.008213 -0.70 0.54 -0.91 -0.46
H -1.628969 -2.124994 1.082293 0.88 -0.06 0.13 0.38
H 0.891748 -1.122549 1.559281 1.97 -0.54 1.91 0.48
H 1.254253 2.072570 -0.436082 -1.33 1.97 -0.86 0.36
H 1.875062 1.392328 0.961297 0.57 -0.10 2.27 0.36
H 2.137073 0.743485 -0.633518 1.36 -0.26 -0.20 0.40
H -2.241236 -1.216742 -0.912771 -0.89 0.52 -0.97 0.25
```
Positions in Å, forces in eV/Å.

Strongest force on any atom = 3.19 eV/Å
E_tot = -18060.082 eV
SMILES = Cn1cc[nH]c1=S
LUMO = 0.78 eV
HOMO-LUMO gap = 8.27 eV

---

[3]
DFT (the ωB97M-V functional and the def2-TZVPD basis) results for a molecular structure, C9H8F5O2ReS3Te.

The geometry in XYZ format:
```
29
Properties=species:S:1:pos:R:3:forces:R:3:mulliken_charge:R:1
Re 0.368744 0.993499 0.454243 0.07 -0.20 0.19 1.43
S 1.379390 -2.360586 3.229291 0.01 0.00 0.03 -0.09
C 0.982848 -1.165439 2.270792 -0.01 -0.03 -0.03 0.21
S 2.047955 -0.253297 1.113186 -0.05 0.07 -0.05 -0.14
S -0.591161 -0.376296 1.976323 0.02 0.09 -0.05 -0.14
F 2.924257 3.438415 1.093810 -0.07 0.04 -0.03 -0.34
Te 1.317520 3.995531 0.395016 0.04 -0.11 0.07 2.02
F 1.122049 5.275394 1.673200 -0.01 0.02 0.04 -0.33
F 1.454986 2.569811 -0.904175 0.02 0.05 -0.02 -0.62
F -0.228507 4.520511 -0.454994 -0.05 0.00 -0.01 -0.35
F 2.233105 5.091920 -0.733145 0.05 -0.01 -0.04 -0.34
O 0.358969 2.665914 1.351231 0.00 0.05 -0.07 -0.70
C -2.839291 0.494066 -0.829127 -0.01 -0.01 -0.01 -1.53
C -1.664887 -0.086791 -1.533054 0.03 0.03 0.03 1.38
O -0.492253 0.244153 -1.163788 -0.03 0.02 -0.03 -0.79
C -1.792156 -0.991139 -2.639155 -0.01 -0.01 -0.02 0.60
C -0.638389 -1.517436 -3.246473 0.00 0.00 0.00 -0.37
C -0.759053 -2.397456 -4.299478 -0.01 0.00 0.00 -0.66
C -2.023803 -2.757380 -4.756530 0.00 0.00 0.00 -0.34
C -3.173182 -2.241373 -4.166218 0.00 0.00 -0.01 -0.83
C -3.062897 -1.360994 -3.111195 0.02 0.00 0.00 -0.29
H -2.528474 1.111708 0.010929 0.00 0.00 0.00 0.36
H -3.493379 -0.300660 -0.469018 0.00 0.00 0.00 0.40
H -3.416463 1.106728 -1.525010 0.00 0.00 0.00 0.44
H 0.337606 -1.227830 -2.883783 0.00 0.00 0.00 0.43
H 0.124089 -2.806241 -4.769665 0.00 0.00 0.00 0.42
H -2.114629 -3.448457 -5.584287 0.00 0.00 0.00 0.41
H -4.148311 -2.528860 -4.532953 0.00 0.00 0.00 0.41
H -3.958491 -0.961456 -2.655897 0.00 0.00 0.00 0.36
```
Positions in Å, forces in eV/Å.

Strongest force on any atom = 0.29 eV/Å
Spin multiplicity = 2
Charge = +1
E_tot = -69067.659 eV
LUMO (alpha / beta) = -5.25 / -5.44 eV
HOMO-LUMO gap (alpha / beta) = 6.77 / 6.67 eV

---

[4]
DFT (the ωB97M-V functional and the def2-TZVPD basis) results for 2 unconnected molecules or ions with the total composition CHNO3.

The geometry in XYZ format:
```
6
Properties=species:S:1:pos:R:3:forces:R:3:mulliken_charge:R:1
C 0.553805 -0.360156 -1.354978 1.04 0.50 -0.06 0.78
N -0.188774 0.148908 1.175424 -0.86 0.73 0.32 -0.04
O -0.367664 -1.021376 -1.228409 -1.53 -1.22 -0.23 -0.37
O 1.500764 0.287287 -1.471346 0.53 0.48 -0.16 -0.39
O -1.033749 0.863320 0.704833 0.32 0.02 -0.49 -0.20
H -0.464382 0.082015 2.174476 0.50 -0.50 0.61 0.22
```
Positions in Å, forces in eV/Å.

Strongest force on any atom = 1.97 eV/Å
E_tot = -8683.602 eV
SMILES = O=C=O.N=O
LUMO = -0.56 eV
HOMO-LUMO gap = 9.49 eV

---

[5]
DFT (the ωB97M-V functional and the def2-TZVPD basis) results for a single C4H7N3O molecule.

The geometry in XYZ format:
```
15
Properties=species:S:1:pos:R:3:forces:R:3:mulliken_charge:R:1
C 0.805140 1.061463 -0.083123 -0.70 -1.41 0.44 0.27
C 0.540895 -1.325584 -0.322318 -0.15 1.92 -2.65 -0.41
C -0.244187 -0.071414 -0.113018 0.08 1.96 1.63 0.63
C -1.459962 -0.135989 0.777690 -0.61 0.27 0.79 -0.45
H -0.453245 2.485808 -0.266877 1.67 -0.50 0.45 0.29
H 2.719881 0.707794 0.655781 0.68 0.39 1.01 0.26
H 0.422486 -1.435563 -1.469674 1.15 -0.45 1.37 0.24
H 0.035107 -2.138228 0.142388 0.52 -0.96 0.70 0.36
H -1.925772 0.745740 1.270714 1.05 -0.81 0.34 0.25
H -1.666934 -1.136913 1.280530 0.04 1.28 -1.07 0.21
H -1.725627 -0.643911 -1.249339 -0.68 0.29 0.17 0.28
N 0.581723 2.294304 -0.090702 -1.02 0.74 -0.49 -0.75
N 2.085853 0.424211 -0.042474 -2.33 -0.64 -1.43 -0.23
N -1.582899 0.175243 -0.647901 1.10 -1.75 -1.12 -0.64
O 1.867544 -1.006957 0.158324 -0.80 -0.33 -0.13 -0.30
```
Positions in Å, forces in eV/Å.

Strongest force on any atom = 3.28 eV/Å
E_tot = -10775.408 eV
SMILES = [H]/N=C1/NOC[C@@]12CN2
LUMO = 0.81 eV
HOMO-LUMO gap = 9.99 eV

---

Question: What is the E_tot in the third record?
Answer: -69067.659 eV

---

Question: Number 1 is which compound?
Answer: C12H30N2O6Sr